<w>
Here is a single C2H6N2O2S molecule from the OMol25 dataset. Energies are from wB97M-V/def2-TZVPD.

## Properties
HOMO-LUMO gap   9.2 eV
Structure (SMILES)   CONC(=S)NO
HOMO energy   -8.86 eV

Each line ends with the Mulliken charge.
Geometry (Å):
C (1.493, -1.237, 1.411)  -0.48
C (-0.463, 0.466, -0.138)  0.20
H (2.011, -0.585, 2.184)  0.25
H (0.470, -1.265, 1.662)  0.28
H (2.128, -2.054, 1.432)  0.28
H (1.469, 1.146, 0.099)  0.22
H (-1.896, -0.607, -0.755)  0.32
H (0.554, -1.473, -1.371)  0.41
N (0.890, 0.406, -0.139)  -0.09
N (-0.970, -0.812, -0.431)  -0.21
O (1.690, -0.721, 0.019)  -0.45
O (-0.354, -1.310, -1.693)  -0.43
S (-1.315, 1.785, 0.406)  -0.32

***

<x>
Here is 3 unconnected molecules or ions with the total composition C2H6N2O2S from the OMol25 dataset. Energies are from wB97M-V/def2-TZVPD.

## Properties
HOMO-LUMO gap (alpha / beta)   7.4 / 7.4 eV
Structure (SMILES)   [H]/N=C1/CO1.N=S.O
HOMO energy (alpha / beta)   -9.05 / -9.04 eV

Each line ends with the Mulliken charge.
Geometry (Å):
C (3.067, 0.230, 0.232)  0.50
C (3.037, 0.919, -0.996)  -0.18
N (-5.229, 0.590, -0.477)  -0.33
N (2.755, -0.792, 0.936)  -0.59
O (-2.032, -1.914, 0.865)  -0.63
O (3.363, 1.520, 0.305)  -0.38
S (-4.206, -0.075, 0.458)  0.02
H (3.896, 0.921, -1.664)  0.20
H (2.104, 1.268, -1.392)  0.21
H (-4.940, 1.235, -1.143)  0.28
H (-2.468, -1.022, 1.072)  0.34
H (-2.460, -2.121, -0.061)  0.31
H (3.113, -0.760, 1.866)  0.24

***

Each structure's energy above the most stable one, in kcal/mol: <w> 0.0; <x> 14.3.

***

<w>
Here is 2 unconnected molecules or ions with the total composition C5H12O2 from the OMol25 dataset. Energies are from wB97M-V/def2-TZVPD.

## Properties
2S+1   2
Charge   +1
HOMO-LUMO gap (alpha / beta)   7.6 / 4.3 eV
HOMO energy (alpha / beta)   -14.35 / -14.32 eV
⟨S²⟩   0.76

Each line ends with the Löwdin spin population.
Geometry (Å):
O (-0.125, 0.871, 1.103)  0.65
C (-1.316, 0.898, 0.688)  0.11
C (-1.622, 0.299, -0.752)  0.13
C (-0.203, -0.121, -1.436)  0.02
C (0.248, -1.587, -1.116)  0.01
C (-0.735, -2.677, -0.444)  0.00
H (-2.145, 1.496, 1.095)  0.06
H (-2.082, 0.918, -1.437)  0.00
H (-2.214, -0.662, -0.533)  0.00
H (0.653, 0.387, -1.035)  0.00
H (-0.513, 0.155, -2.350)  0.00
H (1.093, -1.490, -0.444)  0.00
H (0.678, -1.989, -2.046)  0.01
H (-1.607, -2.984, -0.959)  0.00
H (-0.988, -2.158, 0.483)  0.00
H (-0.127, -3.513, -0.239)  0.00
H (2.290, 1.776, 1.226)  0.00
H (3.613, 1.607, 2.056)  0.00
O (3.015, 2.327, 1.715)  0.00

***

<x>
Here is 3 unconnected molecules or ions with the total composition C5H12O2 from the OMol25 dataset. Energies are from wB97M-V/def2-TZVPD.

## Properties
2S+1   2
Charge   +1
HOMO-LUMO gap (alpha / beta)   7.1 / 4.5 eV
HOMO energy (alpha / beta)   -13.04 / -13.04 eV
⟨S²⟩   0.76

Each line ends with the Löwdin spin population.
Geometry (Å):
C (1.065, 2.258, 2.493)  0.29
C (2.084, 2.415, 3.385)  0.48
C (-0.183, 1.477, 2.892)  0.07
C (-1.509, 1.865, 2.088)  0.05
C (-1.433, 2.321, 0.822)  0.01
H (1.105, 2.689, 1.479)  0.01
H (3.025, 2.023, 2.959)  0.02
H (1.902, 2.340, 4.389)  0.04
H (-0.406, 1.631, 3.920)  0.00
H (-0.108, 0.402, 2.469)  0.01
H (-2.412, 1.995, 2.722)  0.01
H (-2.338, 2.552, 0.243)  0.00
H (-0.503, 2.547, 0.373)  0.00
H (2.289, -3.593, -5.843)  0.00
H (1.980, -2.553, -4.925)  0.00
O (2.467, -3.358, -4.917)  0.00
H (-2.564, -5.198, -4.480)  0.00
H (-1.584, -4.303, -3.793)  0.00
O (-2.533, -4.461, -3.782)  0.00

***

Each structure's energy above the most stable one, in kcal/mol: <w> 0.0; <x> 1.6.

***

<w>
Here is a molecular structure, CH3Br2NO2S from the OMol25 dataset. Energies are from wB97M-V/def2-TZVPD.

## Properties
HOMO-LUMO gap (alpha / beta)   8.6 / 6.8 eV
HOMO energy (alpha / beta)   -9.61 / -8.83 eV

Each line ends with the Mulliken charge.
Geometry (Å):
C (-1.772, -0.706, 0.752)  -0.42
N (1.732, -0.151, -0.636)  -0.47
O (0.577, 2.001, -1.349)  -0.51
O (1.357, 1.744, 1.012)  -0.52
S (0.747, 1.181, -0.170)  0.94
Br (-1.181, -2.216, -0.145)  -0.03
Br (-3.234, 0.232, 0.099)  0.00
H (-1.602, -0.665, 1.814)  0.45
H (1.428, -0.615, -1.477)  0.28
H (1.948, -0.805, 0.101)  0.28

***

<x>
Here is a molecular structure, CH3Br2NO2S from the OMol25 dataset. Energies are from wB97M-V/def2-TZVPD.

## Properties
HOMO-LUMO gap (alpha / beta)   8.0 / 8.0 eV
HOMO energy (alpha / beta)   -9.14 / -9.13 eV

Each line ends with the Mulliken charge.
Geometry (Å):
C (-1.464, 0.240, -0.181)  -0.75
N (1.559, 0.321, -0.951)  -0.35
O (0.041, -2.055, 0.181)  -0.48
O (0.329, -0.151, 1.805)  -0.44
S (0.023, -0.652, 0.490)  0.93
Br (1.568, 2.010, -0.176)  0.04
Br (2.858, -0.818, -0.531)  0.06
H (-1.104, 0.256, -1.185)  0.36
H (-2.441, -0.328, 0.193)  0.33
H (-1.369, 1.177, 0.353)  0.30

***

Each structure's energy above the most stable one, in kcal/mol: <w> 0.0; <x> 25.4.

***

<w>
Here is a single C4H5ClN2O molecule from the OMol25 dataset. Energies are from wB97M-V/def2-TZVPD.

## Properties
HOMO-LUMO gap   9.6 eV
Structure (SMILES)   Cl[C@H]1[C@@H]2NN=CO[C@@H]12
HOMO energy   -8.79 eV

Each line ends with the Mulliken charge.
Geometry (Å):
C (-1.579, -0.383, 0.535)  -0.01
C (-0.304, -0.727, -0.388)  -0.38
C (1.351, 1.164, -0.267)  -0.03
C (-0.423, 0.339, 0.583)  0.13
H (-2.012, -1.005, 1.342)  0.35
H (-0.560, -0.262, -1.378)  0.22
H (1.421, -2.003, -0.523)  0.27
H (1.870, 2.053, -0.584)  0.40
H (0.133, 0.101, 1.471)  0.25
N (1.113, -1.127, -0.131)  -0.19
N (1.896, 0.006, -0.352)  -0.42
O (0.100, 1.557, 0.091)  -0.39
Cl (-3.007, 0.286, -0.398)  -0.21

***

<x>
Here is a single C4H5ClN2O molecule from the OMol25 dataset. Energies are from wB97M-V/def2-TZVPD.

## Properties
HOMO-LUMO gap   8.4 eV
Structure (SMILES)   Cn1ncc(O)c1Cl
HOMO energy   -7.89 eV

Each line ends with the Mulliken charge.
Geometry (Å):
C (-0.302, -1.755, 0.048)  -0.33
C (0.992, -1.423, 0.067)  0.36
C (0.799, 0.319, -0.182)  0.22
C (-1.337, 1.623, -0.008)  -0.83
N (-1.159, -0.737, 0.000)  -0.96
N (-0.504, 0.393, -0.058)  0.68
O (2.300, -1.891, 0.019)  -0.49
Cl (2.046, 1.410, -0.109)  -0.20
H (-0.699, -2.806, -0.111)  0.35
H (-0.855, 2.462, 0.410)  0.33
H (-1.792, 1.960, -1.015)  0.27
H (-2.276, 1.538, 0.610)  0.29
H (2.788, -1.093, 0.330)  0.32

***

<y>
Here is a single C4H5ClN2O molecule from the OMol25 dataset. Energies are from wB97M-V/def2-TZVPD.

## Properties
HOMO-LUMO gap (alpha / beta)   8.9 / 7.1 eV
HOMO energy (alpha / beta)   -9.31 / -8.19 eV

Each line ends with the Mulliken charge.
Geometry (Å):
C (-1.799, 1.127, 2.281)  -0.39
C (-0.962, 2.120, 2.529)  0.03
C (-1.511, -0.092, 1.597)  0.58
C (0.868, 0.082, -0.966)  -0.63
N (-0.577, -0.161, 0.585)  0.20
N (-0.236, 0.731, -0.311)  -0.60
O (-1.954, -1.138, 2.060)  -0.60
Cl (-1.159, 3.605, 3.213)  -0.09
H (-2.596, 0.935, 2.949)  0.37
H (1.878, 0.123, -0.338)  0.22
H (0.530, -0.864, -1.221)  0.32
H (1.063, 0.676, -1.933)  0.26
H (-0.216, -1.074, 0.655)  0.33

***

Each structure's energy above the most stable one, in kcal/mol: <w> 31.9; <x> 0.0; <y> 45.1.

***

<w>
Here is 3 unconnected molecules or ions with the total composition C3H10NO from the OMol25 dataset. Energies are from wB97M-V/def2-TZVPD.

## Properties
2S+1   2
Charge   +2
HOMO-LUMO gap (alpha / beta)   2.9 / 4.0 eV
HOMO energy (alpha / beta)   -18.76 / -18.69 eV
⟨S²⟩   0.80

Each line ends with the Löwdin spin population.
Geometry (Å):
C (1.038, 1.016, 0.929)  0.04
C (0.216, -0.159, 1.239)  0.12
C (-0.675, -0.293, 2.357)  0.17
N (0.419, -1.222, 0.447)  0.09
H (0.908, 1.784, 1.694)  0.00
H (0.867, 1.527, -0.053)  0.02
H (2.094, 0.741, 0.957)  0.00
H (-1.281, -1.178, 2.538)  0.00
H (-0.705, 0.587, 2.999)  0.01
H (0.681, -0.826, -0.487)  0.07
H (-0.424, -1.789, 0.275)  0.01
H (0.794, 0.460, -1.557)  0.46
H (-1.267, 1.082, -3.165)  0.00
H (-0.118, 0.041, -3.455)  0.01
O (-0.983, 0.362, -3.746)  0.01

***

<x>
Here is 2 unconnected molecules or ions with the total composition C3H10NO from the OMol25 dataset. Energies are from wB97M-V/def2-TZVPD.

## Properties
2S+1   2
Charge   +2
HOMO-LUMO gap (alpha / beta)   9.8 / 4.8 eV
HOMO energy (alpha / beta)   -20.26 / -20.14 eV
⟨S²⟩   0.76

Each line ends with the Löwdin spin population.
Geometry (Å):
C (-1.599, 1.939, -0.121)  0.13
O (-1.485, 0.943, 0.980)  0.72
H (-2.583, 2.439, -0.082)  0.06
H (-1.499, 1.404, -1.051)  0.00
H (-0.781, 2.682, 0.000)  0.05
H (-1.454, 1.522, 1.788)  0.00
C (1.733, -0.893, -0.961)  0.01
C (0.297, -1.853, 0.798)  -0.01
N (0.722, -0.812, 0.082)  0.04
H (2.719, -0.568, -0.584)  0.00
H (1.875, -1.897, -1.375)  0.00
H (1.424, -0.302, -1.827)  0.00
H (0.183, -2.791, 0.247)  0.00
H (0.419, -1.775, 1.866)  0.00
H (0.028, -0.039, 0.241)  0.00

***

Each structure's energy above the most stable one, in kcal/mol: <w> 70.7; <x> 0.0.

***

<w>
Here is 2 unconnected molecules or ions with the total composition C4H10O4 from the OMol25 dataset. Energies are from wB97M-V/def2-TZVPD.

## Properties
HOMO-LUMO gap   11.0 eV
Structure (SMILES)   O=C(O)CCCO.O
HOMO energy   -10.36 eV

Each line ends with the Mulliken charge.
Geometry (Å):
O (-0.844, 2.881, 0.384)  -0.55
C (-0.804, 1.976, 1.173)  0.46
O (-1.336, 2.167, 2.440)  -0.46
C (-0.145, 0.611, 1.135)  -0.37
C (1.067, 0.638, 0.185)  -0.42
C (1.060, -0.541, -0.792)  -0.56
O (2.332, -0.608, -1.459)  -0.56
H (-2.024, 2.831, 2.339)  0.34
H (0.067, 0.295, 2.147)  0.33
H (-0.884, -0.040, 0.656)  0.23
H (2.043, 0.644, 0.671)  0.32
H (1.097, 1.565, -0.401)  0.32
H (0.310, -0.601, -1.584)  0.33
H (1.055, -1.429, -0.155)  0.28
H (2.325, -0.031, -2.220)  0.30
H (-1.059, -3.795, -1.554)  0.32
H (-2.455, -3.208, -1.833)  0.32
O (-1.807, -3.355, -1.133)  -0.64

***

<x>
Here is a single C4H10O4 molecule from the OMol25 dataset. Energies are from wB97M-V/def2-TZVPD.

## Properties
HOMO-LUMO gap   11.0 eV
Structure (SMILES)   OC[C@H](O)[C@@H](O)CO
HOMO energy   -10.27 eV

Each line ends with the Mulliken charge.
Geometry (Å):
C (1.926, -0.171, 0.298)  -0.74
C (0.510, -0.601, 0.331)  0.30
C (-0.467, 0.365, 0.631)  0.08
C (-1.870, -0.177, 0.369)  -0.54
H (1.413, 1.389, -0.753)  0.40
H (2.612, -0.936, 0.133)  0.38
H (2.247, 0.424, 1.208)  0.32
H (0.346, -1.306, 1.202)  0.22
H (1.038, -0.882, -1.452)  0.41
H (-0.516, 0.617, 1.763)  0.29
H (-1.073, 1.439, -0.853)  0.46
H (-2.658, 0.340, 0.886)  0.37
H (-2.056, -1.207, 0.611)  0.34
H (-1.346, -0.445, -1.456)  0.43
O (2.074, 0.666, -0.827)  -0.64
O (0.283, -1.156, -0.871)  -0.68
O (-0.303, 1.569, -0.211)  -0.73
O (-2.158, 0.070, -1.009)  -0.68

***

Each structure's energy above the most stable one, in kcal/mol: <w> 0.0; <x> 34.2.

***

<w>
Here is 2 unconnected molecules or ions with the total composition C2H5IN2O2 from the OMol25 dataset. Energies are from wB97M-V/def2-TZVPD.

## Properties
HOMO-LUMO gap (alpha / beta)   8.7 / 8.7 eV
Structure (SMILES)   C/C=N\O.O=NI
HOMO energy (alpha / beta)   -9.19 / -9.19 eV

Each line ends with the Mulliken charge.
Geometry (Å):
C (-1.105, 1.124, 0.093)  -1.09
C (-0.797, -0.148, 0.673)  0.29
N (2.234, -0.934, 0.669)  0.22
N (-0.440, -1.219, 0.135)  -0.40
O (-0.094, -1.387, -1.216)  -0.33
O (2.486, -1.890, 0.143)  -0.15
I (2.654, 0.920, -0.333)  -0.07
H (-0.468, 1.933, 0.436)  0.28
H (-2.157, 1.459, 0.457)  0.28
H (-1.241, 1.185, -0.907)  0.40
H (-0.902, -0.378, 1.816)  0.29
H (-0.170, -0.664, -1.966)  0.30

***

<x>
Here is 2 unconnected molecules or ions with the total composition C2H5IN2O2 from the OMol25 dataset. Energies are from wB97M-V/def2-TZVPD.

## Properties
HOMO-LUMO gap (alpha / beta)   8.3 / 8.3 eV
HOMO energy (alpha / beta)   -8.78 / -8.78 eV

Each line ends with the Mulliken charge.
Geometry (Å):
C (1.261, -0.740, 0.382)  0.70
C (0.392, 0.043, -0.531)  -0.20
N (-1.443, -1.107, -0.529)  -0.67
N (0.063, 1.354, -0.109)  -0.36
O (1.712, -1.914, -0.129)  -0.44
O (1.608, -0.266, 1.435)  -0.55
I (-2.757, 0.166, 0.552)  0.06
H (0.474, -0.201, -1.521)  0.34
H (-1.064, -1.660, 0.247)  0.31
H (0.470, 1.627, 0.790)  0.25
H (1.348, -2.068, -0.936)  0.33
H (-0.208, 2.067, -0.825)  0.23

***

Each structure's energy above the most stable one, in kcal/mol: <w> 63.0; <x> 0.0.

***

<w>
Here is 2 unconnected molecules or ions with the total composition CH5N3O3 from the OMol25 dataset. Energies are from wB97M-V/def2-TZVPD.

## Properties
HOMO-LUMO gap   10.5 eV
Structure (SMILES)   [H]/N=N\OC.O=NO
HOMO energy   -10.12 eV

Each line ends with the Mulliken charge.
Geometry (Å):
C (2.057, 0.868, -0.526)  -0.50
N (-0.254, -1.416, 0.704)  -0.49
N (0.226, -0.341, 0.388)  0.12
N (-2.445, 0.342, -0.340)  0.24
O (-2.945, -0.615, 0.566)  -0.38
O (-3.059, 1.373, -0.178)  -0.35
O (1.457, -0.387, -0.208)  -0.19
H (2.252, 1.424, 0.363)  0.26
H (1.394, 1.470, -1.031)  0.28
H (3.023, 0.634, -1.034)  0.24
H (0.399, -2.227, 0.617)  0.25
H (-2.105, -1.124, 0.679)  0.52

***

<x>
Here is 2 unconnected molecules or ions with the total composition CH5N3O3 from the OMol25 dataset. Energies are from wB97M-V/def2-TZVPD.

## Properties
HOMO-LUMO gap   10.1 eV
Structure (SMILES)   [H]/N=N\OC.O=NO
HOMO energy   -10.01 eV

Each line ends with the Mulliken charge.
Geometry (Å):
C (-1.525, -1.021, -0.158)  -0.48
N (-0.103, 1.962, 0.142)  -0.62
N (-0.276, 0.746, 0.110)  0.21
N (2.033, -0.633, 0.337)  0.30
O (2.400, 0.575, -0.185)  -0.36
O (2.866, -1.502, 0.138)  -0.39
O (-1.549, 0.332, -0.195)  -0.24
H (-1.400, -1.419, 0.920)  0.24
H (-0.688, -1.471, -0.568)  0.26
H (-2.518, -1.396, -0.562)  0.26
H (-0.923, 2.611, 0.288)  0.27
H (1.683, 1.217, -0.267)  0.54

***

Each structure's energy above the most stable one, in kcal/mol: <w> 0.0; <x> 13.5.